# C7H14N2O2

The molecule C7H14N2O2 in a non-equilibrium geometry (ωB97M-V with the def2-TZVPD basis set, the OMol25 dataset).

Values from the calculation:
Energy above the lowest of the compared OMol25 structures with the same formula, charge and spin (eV): 5.639
Highest occupied orbital energy (spin up / spin down) (eV): -7.87 / -7.87
Maximum force (eV/Å): 4.405
LUMO energy (spin up / spin down) (hartree): 0.020 / 0.020
Electronic energy (eV): -14555.140

Each line ends with the Löwdin charge.
Element x y z (Å)
1 H -1.81639 0.28035 -1.95916  0.076
2 H 0.97874 -0.30844 2.11196  0.087
3 N 1.65152 1.26917 -0.04534  -0.207
4 H -2.72319 -0.25205 -0.61678  0.062
5 N -0.54679 1.74316 -0.64490  -0.122
6 C -1.73401 -0.29478 -1.03468  -0.023
7 H -1.43761 -1.33006 -1.21151  0.072
8 H 2.68468 -0.64868 1.46928  0.086
9 H -2.16108 1.06224 1.64537  0.092
10 H -1.94469 3.06775 -0.99129  0.118
11 H 1.57924 -1.96420 1.35413  0.102
12 C 1.64505 -0.84679 -1.18391  -0.038
13 H 1.44839 -0.19812 -2.05183  0.097
14 O 2.90552 1.45414 0.28513  -0.109
15 C 0.74057 2.19943 -0.30960  -0.003
16 H 2.71505 -0.81531 -0.99580  0.095
17 C -1.24632 0.48201 1.46355  -0.062
18 H 1.17267 -1.73679 -1.47123  0.064
19 C -0.85758 0.46268 0.02959  -0.286
20 H -0.39847 0.89674 2.04200  0.085
21 C 1.60870 -0.84209 1.29602  -0.044
22 H -1.47627 -0.50648 1.76674  0.078
23 O -1.46292 2.78677 -0.17383  -0.042
24 C 1.19548 -0.11258 0.03481  -0.312
25 H 0.93011 3.18089 -0.62550  0.133